Run A
# C8H16N2

A 2-piece molecular cluster, C8H16N2 overall (the ωB97M-V functional and the def2-TZVPD basis, the OMol25 dataset).

SMILES   C=C(C)C(C)(C)C.N=C=N
Lowest unoccupied orbital energy   0.87 eV

The geometry in ORCA input format:
```
! RIJCOSX wB97M-V def2-TZVPD def2/J DEFGRID3
* xyz 0 1
C -0.956 -0.225 -3.092
C 0.447 -0.205 2.621
C 2.046 -0.308 0.641
C -0.140 -1.618 0.481
C -1.674 0.808 0.043
C 0.470 1.910 -0.191
C 0.538 -0.266 1.071
C -0.193 0.901 0.331
N -1.967 0.316 -3.466
N -0.063 -0.909 -2.663
H 0.939 -1.187 3.023
H -0.524 -0.285 2.800
H 0.918 0.652 3.000
H 2.119 -0.150 -0.464
H 2.440 0.635 1.214
H 2.419 -1.345 0.897
H 0.134 -1.631 -0.645
H 0.299 -2.453 1.034
H -1.176 -1.433 0.728
H -2.055 1.864 -0.252
H -2.242 0.365 0.927
H -1.674 0.174 -0.836
H -0.049 2.622 -0.789
H 1.591 1.834 -0.098
H -2.141 0.614 -4.411
H 0.494 -0.682 -1.904
*
```


Run B
# C8H16N2

A 2-piece molecular cluster, C8H16N2 overall (the ωB97M-V functional and the def2-TZVPD basis, the OMol25 dataset).

SMILES   CCc1c[nH]cn1.CCC
Lowest unoccupied orbital energy   0.93 eV

The geometry in ORCA input format:
```
! RIJCOSX wB97M-V def2-TZVPD def2/J DEFGRID3
* xyz 0 1
C -1.235 -0.500 -1.408
C -2.474 -1.222 -1.736
C -0.867 0.332 -2.613
H -1.344 0.142 -0.548
H -0.321 -1.107 -1.146
H -2.759 -1.780 -2.656
H 0.027 0.965 -2.367
H -3.228 -0.479 -1.757
H -2.467 -2.150 -0.997
H -0.662 -0.136 -3.519
H -1.673 1.000 -2.742
C -0.134 0.493 1.991
C 0.089 -0.271 3.275
C 1.030 0.432 1.192
C 1.658 1.539 0.671
C 2.591 -0.426 -0.099
N 1.576 -0.675 0.659
N 2.729 1.008 -0.244
H -1.044 0.263 1.427
H -0.222 1.621 2.267
H 0.932 -0.024 3.889
H 1.476 2.545 0.712
H 3.267 -1.316 -0.479
H 3.518 1.615 -0.553
H 0.416 -1.269 2.905
H -0.875 -0.599 3.877
*
```


Short version: run B, run A, most stable first.